{"formula": "C7H18O4", "method": "ωB97M-V/def2-TZVPD", "symbols": ["O", "C", "C", "C", "C", "C", "C", "C", "H", "H", "H", "H", "H", "H", "H", "H", "H", "H", "H", "H", "H", "H", "O", "H", "H", "O", "H", "H", "O"], "xyz": [[1.48415, 2.92359, -0.19842], [1.59271, 1.99611, -1.11629], [2.72114, 1.08676, -1.11169], [2.19219, -0.38156, -1.32483], [1.44838, -0.87812, -0.12194], [0.88246, -2.37694, -0.20258], [-0.57499, -2.24982, -0.24999], [-1.23937, -2.70533, -1.40057], [0.91484, 1.92633, -1.92591], [3.29562, 1.00097, -0.22740], [3.53154, 1.40860, -1.92626], [1.47678, -0.37218, -2.18322], [3.15205, -0.89527, -1.39590], [0.80696, -0.07896, 0.27894], [2.17935, -1.02504, 0.68314], [0.95306, -2.98291, 0.74551], [1.13428, -2.93132, -1.14253], [-0.97046, -1.98420, 0.68895], [-2.27061, -2.67467, -1.57681], [-0.77674, -3.43123, -2.03669], [-2.28455, 2.37849, 3.00550], [-2.32070, 1.37733, 1.95249], [-1.94594, 1.57949, 2.83483], [-3.30426, -1.39999, 1.43045], [-4.36046, -0.16453, 1.42364], [-4.08212, -1.04895, 1.01593], [-1.62613, 4.47973, 0.90450], [-0.51882, 3.65790, 1.69435], [-1.49034, 3.76571, 1.48280]], "charge": 1, "lumo_ev": [-5.377, -8.864], "homo_ev": [-13.0875, -13.0840], "multiplicity": 2}

=====

{"formula": "C7H18S2Si2", "method": "ωB97M-V/def2-TZVPD", "symbols": ["C", "C", "Si", "C", "C", "C", "S", "H", "H", "H", "H", "H", "H", "H", "H", "H", "H", "C", "C", "Si", "S", "H", "H", "H", "H", "H", "H", "H", "H"], "xyz": [[-4.57712, 2.06635, -0.63771], [-4.04668, 0.77980, 0.12501], [-2.32134, 0.68279, 0.85702], [-1.36560, 0.04122, -0.54780], [-0.85548, -1.15593, -0.37762], [-0.93518, -1.94194, 0.93341], [-2.19619, -1.15925, 2.04264], [-3.89372, 2.25656, -1.44488], [-5.62077, 1.86231, -0.92692], [-4.63883, 2.80532, 0.18409], [-4.19820, -0.07179, -0.50946], [-4.82720, 0.60540, 0.82172], [-1.78872, 1.93428, 1.75283], [-1.06650, 0.46946, -1.47552], [-0.38049, -1.77696, -1.16496], [-1.20006, -3.03839, 0.73687], [0.13632, -1.85799, 1.26883], [3.76081, -1.65012, -0.87061], [4.43050, -0.32298, -0.52731], [3.55903, 0.63213, 0.90379], [1.74348, 2.00728, 0.66440], [3.03406, -1.77324, -1.79781], [4.50905, -2.35430, -1.23488], [3.28232, -2.12894, 0.07246], [4.65067, 0.31271, -1.42003], [5.27285, -0.74973, 0.03631], [2.90367, -0.52689, 1.66301], [4.54986, 1.49184, 1.46646], [2.07946, 2.56101, -0.59333]], "smiles": "CC[Si@@H]1C=CCS1.CC[SiH2]S", "lumo_ev": 0.617, "homo_ev": -8.6769}